{"formula": "C42H89NO5", "method": "ωB97M-V/def2-TZVPD", "elements": ["C", "C", "C", "C", "N", "C", "C", "C", "O", "O", "C", "C", "O", "C", "C", "C", "O", "O", "H", "H", "H", "H", "H", "H", "H", "H", "H", "H", "H", "H", "H", "H", "H", "H", "H", "H", "H", "C", "C", "C", "C", "C", "C", "H", "H", "H", "H", "H", "H", "H", "H", "H", "H", "H", "H", "H", "H", "C", "C", "C", "C", "C", "C", "H", "H", "H", "H", "H", "H", "H", "H", "H", "H", "H", "H", "H", "H", "C", "C", "C", "C", "C", "C", "H", "H", "H", "H", "H", "H", "H", "H", "H", "H", "H", "H", "H", "H", "C", "C", "C", "C", "C", "C", "H", "H", "H", "H", "H", "H", "H", "H", "H", "H", "H", "H", "H", "H", "C", "C", "C", "C", "C", "C", "H", "H", "H", "H", "H", "H", "H", "H", "H", "H", "H", "H", "H", "H"], "positions_angstrom": [[3.592396, 2.188749, 0.143283], [3.511341, 2.448132, -1.480901], [3.282114, 1.035165, -2.345587], [2.480472, -0.107782, -1.486416], [2.081253, -1.339022, -2.269179], [0.825283, -2.003517, -1.666538], [-0.370736, -1.268090, -2.508933], [-1.844104, -1.278012, -1.792742], [-2.317891, -2.191713, -0.942629], [-2.775841, -0.180560, -2.171899], [-2.618761, 0.987904, -1.292646], [-3.402648, 1.050669, 0.176151], [-1.886222, 2.080481, -1.631804], [0.765694, -2.094349, -0.032357], [0.840392, -3.749972, 0.193588], [0.231284, -4.353697, -1.219672], [-0.550517, -5.432114, -1.443581], [0.783813, -3.379461, -2.206951], [4.038737, 3.090634, 0.752002], [4.343840, 1.284473, 0.294190], [2.544360, 1.841908, 0.595540], [2.569402, 3.155394, -1.674878], [4.489896, 3.019689, -1.814775], [4.308623, 0.675350, -2.798237], [2.624326, 1.368414, -3.283062], [3.171766, -0.476774, -0.585827], [1.564101, 0.438423, -0.952694], [1.885077, -1.051547, -3.271492], [-0.492270, -1.886966, -3.522588], [-0.098682, -0.163859, -2.869419], [-4.172574, 1.949703, 0.076201], [-2.671909, 1.304668, 1.057628], [-3.969081, 0.032235, 0.294707], [-0.185232, -1.732428, 0.550447], [1.675785, -1.750589, 0.618860], [1.963421, -4.122988, 0.351689], [0.346312, -4.172347, 1.192123], [-2.707109, 0.754776, -5.588087], [-1.590193, -0.024079, -6.265058], [-0.217807, 0.636763, -6.117884], [-0.086277, 2.024091, -6.756589], [-0.395621, 2.088060, -8.253917], [0.548274, 1.247180, -9.099878], [-2.837215, 1.745019, -6.032985], [-3.657016, 0.218823, -5.691983], [-2.505363, 0.878984, -4.518956], [-1.834595, -0.173787, -7.321705], [-1.543776, -1.024591, -5.816122], [0.540336, -0.032836, -6.541333], [0.021831, 0.723985, -5.050742], [0.937007, 2.383754, -6.590053], [-0.740911, 2.727337, -6.230341], [-0.316650, 3.132369, -8.580197], [-1.430547, 1.784668, -8.446132], [1.587070, 1.562134, -8.955193], [0.305501, 1.361722, -10.161462], [0.471580, 0.184411, -8.855361], [1.346100, -6.300603, 5.501115], [2.373424, -7.284790, 4.964095], [3.226926, -6.709295, 3.831772], [2.457079, -6.313303, 2.566684], [1.644353, -7.434972, 1.916212], [2.500610, -8.594006, 1.429252], [0.619288, -6.016192, 4.735414], [0.791372, -6.750545, 6.331892], [1.831441, -5.392033, 5.872752], [1.869942, -8.201270, 4.639723], [3.038767, -7.575140, 5.787344], [4.003019, -7.439359, 3.572663], [3.759521, -5.824688, 4.202768], [3.175935, -5.925248, 1.833977], [1.785548, -5.479532, 2.798865], [1.103587, -7.018499, 1.057493], [0.880615, -7.807300, 2.607691], [3.245165, -8.250801, 0.703252], [1.873052, -9.345870, 0.939466], [3.022777, -9.085142, 2.254646], [0.146100, -0.016187, 8.469946], [1.173424, -1.000374, 7.932926], [2.026926, -0.424879, 6.800604], [1.257079, -0.028888, 5.535515], [0.444353, -1.150556, 4.885043], [1.300610, -2.309590, 4.398083], [-0.580712, 0.268223, 7.704245], [-0.408628, -0.466130, 9.300724], [0.631441, 0.892382, 8.841583], [0.669942, -1.916855, 7.608554], [1.838767, -1.290724, 8.756175], [2.803019, -1.154943, 6.541494], [2.559521, 0.459728, 7.171599], [1.975935, 0.359168, 4.802808], [0.585548, 0.804884, 5.767696], [-0.096413, -0.734083, 4.026324], [-0.319385, -1.522884, 5.576522], [2.045165, -1.966385, 3.672083], [0.673052, -3.061454, 3.908297], [1.822777, -2.800727, 5.223477], [-8.842631, 1.136676, 4.854214], [-7.923068, 1.180803, 3.643898], [-6.670691, 0.316272, 3.804999], [-5.733196, 0.726507, 4.946372], [-5.213565, 2.164461, 4.882728], [-4.369721, 2.445332, 3.648749], [-8.354782, 1.535245, 5.747852], [-9.737865, 1.740711, 4.669660], [-9.165114, 0.111325, 5.063571], [-7.649782, 2.218665, 3.427556], [-8.482469, 0.822316, 2.770238], [-6.117035, 0.322354, 2.858490], [-6.976278, -0.725017, 3.966731], [-4.877210, 0.039880, 4.951972], [-6.243688, 0.577510, 5.904096], [-4.599818, 2.351274, 5.772498], [-6.044970, 2.876263, 4.929314], [-3.507504, 1.771663, 3.604247], [-3.993835, 3.473436, 3.675786], [-4.948256, 2.328276, 2.728563], [0.292077, 6.014974, -4.462359], [1.211641, 6.059101, -5.672675], [2.464018, 5.194570, -5.511575], [3.401513, 5.604806, -4.370201], [3.921143, 7.042759, -4.433845], [4.764988, 7.323631, -5.667824], [0.779927, 6.413544, -3.568722], [-0.603156, 6.619010, -4.646913], [-0.030405, 4.989624, -4.253003], [1.484927, 7.096963, -5.889018], [0.652239, 5.700614, -6.546335], [3.017674, 5.200653, -6.458084], [2.158430, 4.153281, -5.349842], [4.257499, 4.918179, -4.364601], [2.891021, 5.455808, -3.412477], [4.534891, 7.229573, -3.544075], [3.089739, 7.754561, -4.387259], [5.627204, 6.649962, -5.712326], [5.140874, 8.351735, -5.640787], [4.186453, 7.206575, -6.588011]], "forces_ev_per_a": [[0.507, -1.001, -0.104], [-0.740, 0.200, 0.642], [-0.273, 0.776, -0.623], [0.712, 0.822, 1.328], [-0.951, 0.608, 0.690], [0.100, 0.974, -1.408], [-1.532, 0.380, -0.373], [-2.339, -4.001, 3.758], [3.424, 5.907, -5.536], [2.246, 0.776, 2.341], [3.335, 5.780, -0.246], [-0.411, -0.297, -1.455], [-4.673, -7.688, 1.529], [0.370, -2.365, 1.550], [-0.047, -0.748, 0.249], [-2.270, -3.082, 0.117], [5.768, 7.682, 0.977], [-1.746, -1.644, 2.269], [-1.120, -1.668, -1.363], [-1.500, 1.859, -0.112], [2.334, 0.959, -1.000], [2.150, -1.483, 0.299], [-2.081, -1.308, 0.505], [-2.067, 0.420, 1.159], [1.279, -0.917, 1.911], [-1.440, 0.885, -2.029], [1.636, -1.077, -1.271], [0.121, -0.599, 1.683], [0.176, 1.202, 2.286], [-0.750, -2.288, 1.276], [1.661, -2.001, 0.167], [-1.286, -0.669, -1.997], [1.139, 2.066, 0.063], [1.646, -0.466, -1.840], [-1.563, -0.043, -1.965], [-2.324, 0.905, -0.959], [0.482, 1.134, -2.475], [-0.222, -0.016, 0.015], [0.085, -0.028, 0.142], [0.103, -0.126, -0.181], [-0.094, 0.073, 0.106], [0.067, 0.112, 0.075], [-0.041, -0.038, -0.201], [0.009, -0.053, 0.056], [0.091, 0.120, 0.066], [-0.031, 0.052, -0.140], [0.091, -0.010, 0.037], [0.019, 0.055, -0.116], [-0.020, 0.064, 0.021], [-0.040, 0.036, -0.024], [-0.069, -0.013, -0.042], [0.042, -0.038, -0.003], [-0.070, -0.095, 0.072], [0.052, 0.030, 0.064], [-0.083, -0.076, 0.000], [0.100, -0.067, 0.109], [0.051, 0.064, -0.028], [-0.188, -0.075, 0.156], [0.173, 0.056, 0.047], [0.111, -0.123, -0.059], [-0.070, 0.024, 0.080], [0.004, 0.166, -0.110], [-0.083, -0.181, -0.053], [0.044, 0.028, 0.062], [0.032, 0.138, -0.099], [-0.066, -0.051, -0.066], [0.057, 0.042, -0.027], [-0.065, -0.019, -0.143], [-0.064, 0.083, -0.009], [-0.045, -0.065, 0.000], [-0.036, -0.040, 0.028], [0.024, 0.001, 0.025], [-0.013, -0.025, 0.117], [0.049, 0.073, -0.015], [-0.037, -0.055, 0.092], [0.149, 0.063, 0.038], [0.006, 0.021, -0.080], [-0.189, -0.068, 0.155], [0.178, 0.061, 0.055], [0.102, -0.149, -0.061], [-0.068, 0.097, 0.068], [0.022, 0.142, -0.062], [-0.099, -0.177, -0.058], [0.047, 0.026, 0.068], [0.036, 0.139, -0.102], [-0.073, -0.061, -0.070], [0.054, 0.028, -0.025], [-0.067, -0.021, -0.147], [-0.052, 0.077, -0.002], [-0.054, -0.077, -0.017], [-0.065, -0.037, 0.039], [0.045, -0.037, -0.016], [-0.006, -0.006, 0.117], [0.052, 0.057, -0.024], [0.002, -0.039, 0.085], [0.127, 0.004, 0.036], [0.001, 0.017, -0.101], [-0.190, 0.162, 0.038], [-0.010, -0.177, -0.097], [0.097, 0.036, -0.132], [-0.098, -0.027, 0.087], [0.056, -0.119, 0.120], [0.047, 0.229, -0.051], [-0.055, -0.062, -0.038], [0.090, -0.112, 0.100], [0.054, 0.104, 0.023], [0.035, -0.054, -0.005], [0.121, 0.078, 0.070], [-0.016, -0.021, 0.074], [0.011, 0.096, -0.020], [-0.054, 0.069, 0.008], [0.036, -0.003, -0.057], [-0.122, -0.010, -0.065], [0.031, -0.077, 0.009], [-0.076, 0.025, -0.025], [0.007, -0.137, -0.085], [0.057, -0.011, 0.035], [-0.186, 0.147, 0.028], [-0.012, -0.180, -0.078], [0.113, 0.055, -0.149], [-0.106, -0.020, 0.090], [0.062, -0.105, 0.108], [0.051, 0.199, -0.054], [-0.053, -0.060, -0.034], [0.086, -0.112, 0.102], [0.044, 0.090, 0.033], [0.042, -0.060, -0.011], [0.113, 0.066, 0.058], [-0.018, -0.020, 0.083], [-0.007, 0.077, -0.002], [-0.046, 0.063, 0.006], [0.026, -0.010, -0.043], [-0.124, -0.012, -0.056], [0.021, -0.081, 0.017], [-0.096, 0.048, -0.044], [0.002, -0.139, -0.079], [0.079, -0.008, 0.042]], "lumo_ev": -0.4, "charge": 0, "spin_multiplicity": 1, "smiles": "CCCCN[C@]1(CC(=O)OC(C)=O)CCC(=O)O1.CCCCCC.CCCCCC.CCCCCC.CCCCCC.CCCCCC", "orbital_gap_ev": 9.2463}